Entry 1:
134
Properties=species:S:1:pos:R:3:forces:R:3:mulliken_charge:R:1 method="wB97M-V/def2-TZVPD" fmax_ev_per_a=3.527 smiles=COCCNCCOC.OCCO.OCCO.OCCO.OCCO.OCCO.OCCO.OCCO.OCCO.OCCO.OCCO.OCCO molar_mass_da=815.94 e_above_lowest_kcal_mol=66.5 homo_energy_ev=-9.35 lumo_energy_ev=0.2
O -5.7537 2.6357 -2.2243 -0.65 -0.01 -0.21 -0.62
O -3.5740 -2.7907 2.2558 -2.01 -1.21 0.65 -0.64
O 1.1256 4.7551 -4.3023 -1.31 -0.43 0.64 -0.52
O 4.0944 -1.7763 0.2387 1.33 0.96 0.48 -0.57
O -0.3339 2.2642 -0.6334 0.25 0.24 -1.47 -0.22
O -1.7467 -6.3598 0.3327 0.32 -0.11 0.91 -0.64
O -2.7338 -0.0277 2.0945 -0.10 1.34 -0.27 -0.35
O -0.3446 -1.4773 -1.0934 -0.20 2.79 0.92 0.53
O -0.1685 -2.0756 -3.9071 -0.96 0.01 0.29 -0.23
O 4.1149 2.2345 -1.4975 1.82 1.66 0.39 -0.57
O 0.1038 -4.5912 -1.0665 1.27 0.19 0.17 -0.18
O -5.3412 -2.8401 -2.2175 -3.38 -0.45 0.89 -0.68
O 2.2297 5.4270 3.2896 -0.88 0.75 -0.25 -0.53
O 1.0595 3.4803 1.4413 -0.79 -0.31 -0.52 -0.17
O -2.8602 3.0640 -0.1907 -0.40 0.22 -0.13 -0.38
O -2.5615 -5.1329 -1.9974 -0.30 -0.25 0.22 -0.33
O 5.2766 -0.9196 4.2460 0.05 -0.16 -0.50 -0.25
O -0.8811 2.6475 -5.2446 -0.51 0.04 -0.54 -0.63
O -0.1235 1.9610 5.2186 -1.42 0.65 1.49 -0.66
O 2.3051 2.1696 3.5389 -1.31 0.69 0.16 -0.61
O -5.9398 -0.2086 -2.0390 -0.94 -2.30 0.18 -0.65
O -5.5668 3.8322 0.3423 -0.99 -1.13 -2.04 -0.56
O -1.5165 -4.7824 -4.5835 -2.15 -0.49 -0.04 -0.54
O 2.6483 -2.1198 2.9489 -0.29 -0.60 0.21 -0.59
N 4.4826 1.0820 1.9843 0.85 -0.02 0.33 0.51
C 5.6589 0.9583 2.8812 0.30 0.62 -0.09 -0.93
C -4.0583 -3.2615 -2.1911 1.03 0.36 -0.85 0.65
C 2.1760 -1.7937 1.6606 -0.29 0.80 0.72 1.08
C -4.8421 1.6879 -2.6455 2.33 -0.28 -0.74 -0.40
C 5.2100 -1.7034 5.4235 0.18 0.29 -0.49 -0.86
C 3.1303 2.3127 -2.4343 -0.88 -0.43 -2.14 -0.60
C 5.4337 0.4849 4.3217 -0.80 0.08 -0.75 -0.43
C -0.3920 -6.6437 -0.0472 -1.59 -0.61 -0.24 -0.86
C 1.7063 1.0024 4.1180 0.72 -0.52 -0.78 0.40
C -0.5304 2.8806 -3.8915 0.68 1.01 -0.39 0.85
C -0.2549 0.9145 -0.2230 -0.69 0.31 2.57 2.28
C -0.1691 -4.5221 -4.6126 0.97 1.74 0.69 -0.22
C -3.9247 -4.7531 -1.8835 0.11 1.27 0.25 -0.56
C -4.4842 3.9889 1.1878 -0.32 -0.92 2.63 -0.69
C 1.3728 5.7367 2.1135 2.00 -0.37 2.24 -0.75
C 2.8550 -2.3787 0.4908 -0.31 -0.82 -1.54 -0.67
C 0.4702 -5.4109 0.0571 -1.00 -0.65 -1.03 0.01
C -1.9706 -1.1682 2.2592 0.80 -1.51 0.05 -0.06
C -4.7767 0.4808 -1.7477 -0.21 2.13 0.16 0.47
C 3.7176 1.7097 -0.2869 -0.66 -0.46 0.76 1.10
C -0.2276 0.0034 -1.3847 0.45 -2.27 -1.68 -1.03
C 0.0896 -3.0328 -4.8941 1.26 -0.82 -1.35 -0.77
C 1.7339 4.6622 1.1646 -0.43 0.33 -2.00 -0.05
C 0.1887 1.1360 4.1496 1.23 0.40 0.09 0.31
C -0.0830 4.3735 -3.5952 -0.34 -2.11 -0.14 -0.20
C 4.8358 1.7969 0.7491 0.28 -0.02 -0.82 -1.28
C -3.4662 2.8433 1.0953 0.44 1.22 -2.71 0.39
C -2.5451 -2.3192 1.4976 1.46 0.27 -0.73 0.31
H -1.1266 0.8110 0.4231 -0.47 -0.90 -0.24 -0.71
H -4.8340 0.8334 -0.7179 0.37 0.02 0.30 0.15
H 0.2982 2.8233 5.2055 0.26 -0.08 -0.49 0.38
H -1.9716 -1.4457 3.3133 0.30 -0.18 0.16 0.76
H -1.8044 -3.1024 1.3359 0.41 -0.08 0.06 -0.08
H 3.3797 2.9557 -3.2784 0.56 0.35 0.30 0.35
H -5.4755 -1.9482 -1.8889 -0.17 0.35 -0.01 0.43
H -3.8148 2.0454 -2.7156 0.25 0.81 0.16 0.05
H -4.1434 5.0217 1.1159 0.85 -0.33 0.15 0.34
H 2.8222 2.2174 0.0715 -0.21 0.16 0.21 -0.58
H 3.1651 1.9820 3.1559 0.45 -0.69 -0.48 0.11
H -0.4637 -2.7889 -5.8010 -0.20 0.08 -0.22 0.47
H -0.8224 -1.5203 -4.3381 -0.14 0.43 0.57 0.18
H 0.0848 4.3528 -2.5184 0.33 0.50 -0.05 -0.10
H -0.0765 -7.5605 0.4509 0.22 0.37 0.66 0.45
H -0.8515 -4.4968 -1.0765 -0.33 0.01 0.06 0.06
H 3.0445 1.3376 -2.9136 -0.59 -0.47 -0.01 0.33
H 0.1526 2.8139 -0.0147 0.48 0.08 0.62 0.19
H 0.2618 -5.1045 -5.4270 0.73 -0.09 0.32 0.35
H 1.4236 3.1547 2.2677 0.28 -0.81 0.83 0.15
H 1.4715 4.9964 0.1608 -0.27 -0.21 -0.36 0.24
H -3.4926 -2.6447 -1.4928 0.63 -0.25 0.00 -0.41
H -2.8423 -1.9888 0.5023 -0.17 0.24 -0.18 -0.11
H 6.1411 -1.5575 5.9710 -0.09 -0.21 0.40 0.36
H 3.4289 0.6785 -0.4902 -0.02 -0.52 0.52 0.24
H -3.7959 -3.6494 1.8886 -0.46 -0.15 0.27 0.37
H -0.6528 -1.9242 -1.8852 0.20 0.09 -0.40 -0.32
H 1.1367 -2.9025 -5.1674 0.28 -0.30 -0.08 0.31
H 6.4061 0.2899 2.4536 0.06 -0.31 -0.12 0.47
H -0.3387 0.1972 4.3181 0.31 -0.12 0.07 0.24
H 0.2548 -4.8627 0.9743 0.39 -0.19 0.25 0.13
H -0.9365 -1.1187 1.9181 0.03 1.09 0.00 -0.52
H 2.2050 -0.7114 1.5346 0.14 0.43 -0.14 -0.70
H -3.8238 -0.0378 -1.8527 -0.39 -0.70 -0.34 -0.21
H 5.1191 -2.7281 5.0631 0.19 -0.03 0.19 0.25
H -0.4919 -6.9633 -1.0845 0.70 0.18 -0.39 0.28
H -2.1699 -5.9681 -0.4348 -0.10 -0.05 -0.36 0.39
H 5.7353 1.4313 0.2537 0.25 -0.76 0.02 0.47
H -1.9452 2.7805 -0.2538 0.48 -0.30 0.04 0.28
H -4.5980 -5.2941 -2.5485 0.07 -0.31 0.13 0.31
H -1.8476 -4.6596 -5.4762 -0.41 -0.06 0.01 0.29
H -0.1881 1.5494 3.2141 0.09 -0.01 -0.38 -0.28
H -4.1781 -4.8987 -0.8334 -0.35 -0.26 -0.08 0.28
H -2.3246 -5.1650 -2.9272 0.30 0.07 -0.53 0.15
H 4.5382 0.9106 4.7744 -0.21 0.27 -0.04 0.08
H -6.1278 4.6050 0.2435 0.35 0.13 0.24 0.29
H 0.6922 0.1069 -1.9604 0.43 0.15 0.26 0.06
H 2.2193 -2.1483 -0.3640 -0.47 -0.27 -0.08 0.22
H 2.7995 4.4415 1.1031 0.34 0.45 0.32 0.18
H 0.1795 -4.7202 -3.5990 0.51 -0.49 -0.19 0.04
H -0.9493 4.9946 -3.8229 0.24 0.39 -0.10 0.40
H 3.0280 -3.4546 0.5132 -0.48 -0.24 0.42 0.33
H 0.2614 2.1990 -3.5806 0.16 -0.04 0.10 -0.10
H 4.3309 0.1299 1.6835 -0.59 -0.31 -0.13 -0.43
H 3.0947 5.7357 3.0099 0.23 -0.09 0.28 0.30
H -1.4452 2.6132 -3.3627 0.15 0.35 0.37 -0.34
H -6.6771 0.3042 -1.6998 -0.08 0.08 -0.04 0.36
H -5.4972 2.8610 -1.3270 -0.02 0.63 0.53 0.34
H 2.1428 2.6638 -2.1349 -0.07 -0.09 0.72 0.05
H 1.4911 -5.7805 -0.0394 0.28 0.76 -0.02 0.35
H 0.3548 5.6462 2.4925 0.00 0.23 -0.41 0.25
H -0.1604 2.7034 -5.8763 0.36 0.05 0.39 0.32
H 4.3264 -1.4997 6.0284 0.00 0.30 0.15 0.30
H -4.9085 3.7729 2.1683 0.11 0.78 0.83 0.30
H -2.7138 2.8387 1.8839 -0.24 0.26 0.25 0.10
H -0.9592 0.3701 -2.1046 -0.66 -0.35 0.13 0.04
H 6.1695 1.9213 2.8819 -0.18 0.27 0.28 0.57
H 0.5428 0.8014 0.5112 0.66 -0.24 -0.37 -0.72
H 4.4254 -2.0710 -0.6129 -0.01 -0.02 0.04 0.32
H -3.8991 1.8468 1.0071 -0.58 0.15 0.69 0.00
H -3.5274 -0.1561 2.6193 -0.17 0.08 0.00 0.30
H 5.1547 2.8277 0.9034 -0.64 0.32 0.54 0.48
H 1.6603 6.7334 1.7789 -0.48 0.07 -0.22 0.39
H 1.1080 -2.0087 1.6261 0.06 -0.48 0.06 0.13
H -5.0496 1.3696 -3.6671 -0.49 -0.08 0.05 0.51
H 0.8254 4.8608 -5.2080 0.23 0.17 -0.24 0.34
H 1.9924 0.0973 3.5822 0.11 0.01 -0.23 -0.39
H 3.5892 -1.9556 3.0455 0.30 0.28 -0.18 0.38
H 6.2723 0.8633 4.9062 0.38 -0.58 0.27 0.47
H 2.1666 0.9366 5.1038 -0.65 -0.35 0.42 0.36
H -3.8201 -3.0268 -3.2285 1.80 -0.53 -0.22 0.22

***

Entry 2:
120
Properties=species:S:1:pos:R:3:forces:R:3:mulliken_charge:R:1 method="wB97M-V/def2-TZVPD" fmax_ev_per_a=2.613 molar_mass_da=839.36 homo_energy_ev=-5.14 lumo_energy_ev=0.4
Cu 21.9956 11.9752 -8.7386 -0.07 0.00 -1.00 1.15
P 20.4369 9.1919 -6.5193 0.89 -0.54 0.15 -0.89
P 24.9842 11.4437 -6.5932 1.94 0.61 0.61 -1.46
P 20.7142 15.0114 -6.8824 -0.90 0.53 0.54 -1.28
O 24.8786 11.9428 -5.0935 0.04 -0.57 0.27 -0.23
O 21.7758 12.3090 -11.0214 -0.29 -0.13 0.73 -0.96
O 26.0416 12.4527 -7.2496 -1.12 -0.31 -0.35 0.32
O 21.2340 14.9709 -5.3568 -0.67 -0.22 -0.86 0.38
O 20.8904 16.5333 -7.3823 -0.37 -1.00 0.41 -0.32
O 25.8306 10.1175 -6.3285 -0.37 0.56 0.64 -0.40
O 19.1507 14.8698 -6.6212 0.38 0.66 0.26 -0.37
O 21.0113 10.1049 -7.5243 -0.68 0.09 0.39 1.36
O 23.7583 11.3352 -7.3669 -0.39 0.06 -0.23 1.86
O 21.3196 9.0741 -5.1697 -0.65 0.11 -1.04 -0.35
O 21.2723 13.9972 -7.7699 0.55 -0.27 0.17 1.21
O 15.4623 10.5669 -7.8952 -0.06 0.18 0.13 -0.68
O 18.9570 9.5123 -6.0102 1.35 -0.34 -0.26 0.01
O 20.3563 7.6789 -6.9719 -0.59 0.13 0.65 -0.43
N 17.1393 11.5736 -9.0582 0.95 -0.23 -0.59 0.40
N 23.1231 11.9152 -10.8759 0.57 -0.46 1.36 1.67
C 22.6295 9.5229 -10.6974 -1.29 0.22 0.60 -1.47
C 18.3607 8.6267 -5.0359 -1.11 0.12 0.47 -0.30
C 20.6039 15.8751 -4.4319 0.10 0.74 0.76 -0.44
C 18.1732 15.0400 -7.6654 -0.27 -0.63 -0.44 0.43
C 23.2002 10.4580 -12.9386 -0.97 0.84 -0.33 -1.87
C 22.1518 17.1398 -7.6811 1.39 -0.09 0.01 -0.56
C 20.2459 7.2908 -9.3663 -0.32 -0.62 0.67 -0.78
C 21.5699 16.0857 -3.2879 0.28 0.17 -0.30 -1.11
C 16.6210 10.9322 -8.0037 -0.46 -0.19 0.07 0.39
C 21.0434 7.1006 -8.0825 0.97 0.42 -0.74 0.54
C 24.9213 10.2013 -11.2065 -0.24 0.67 0.18 -0.31
C 24.9571 14.2917 -4.4956 0.35 0.02 -0.43 -1.45
C 26.1672 9.2784 -7.4086 -0.64 -1.68 -1.57 -0.46
C 21.8322 10.2941 -4.6187 0.48 0.07 1.17 1.14
C 24.0513 13.0311 -11.0122 1.03 0.71 -0.78 1.88
C 25.8682 11.3277 -11.5938 -0.59 0.41 -0.22 -1.13
C 25.0691 8.2414 -7.7069 -0.80 0.94 0.23 -0.72
C 23.4000 16.4233 -7.1436 -0.24 0.25 0.90 -0.29
C 27.3221 12.7509 -6.7225 1.26 -0.53 0.23 -0.38
C 18.5897 11.6248 -9.2186 0.24 0.17 0.00 -1.67
C 28.4174 12.0634 -7.5490 -0.68 0.50 -0.14 -1.21
C 25.5122 12.5824 -10.7962 -0.18 -1.93 0.67 -0.95
C 24.0013 13.7952 -12.3499 -0.79 0.28 0.23 -1.95
C 16.3356 12.0238 -10.1762 -0.36 -0.04 0.00 -1.04
C 24.0890 13.0741 -4.6957 -0.70 0.39 -0.69 0.40
C 23.4145 10.6019 -11.4258 2.02 -1.42 -0.84 1.22
C 16.7465 14.9725 -7.0985 1.01 1.52 -0.37 -1.41
C 23.8011 14.0323 -9.8904 -0.63 0.15 1.49 -1.41
C 21.7676 10.1671 -3.0966 0.15 0.43 -0.20 -1.49
C 17.6161 9.5103 -4.0599 -0.59 0.36 0.16 -1.16
H 17.6675 7.9700 -5.5640 0.05 0.11 -0.13 0.35
H 19.0398 7.9811 -4.4770 0.54 0.25 -0.43 0.39
H 19.0371 10.7436 -9.6885 -0.34 -0.07 -0.21 0.80
H 18.3704 15.9848 -8.1719 -0.07 -0.03 -0.08 0.39
H 25.5510 12.2048 -9.7647 0.24 0.63 0.20 -0.29
H 23.7827 11.2003 -13.4865 -0.02 -0.04 0.01 0.33
H 24.2517 17.1060 -7.1868 0.02 -0.10 -0.60 0.57
H 26.9049 11.0217 -11.4406 0.09 0.14 -0.07 0.49
H 24.1103 8.7375 -7.8964 0.16 0.23 -0.06 -0.36
H 28.3665 10.9853 -7.4129 0.05 -0.03 -0.10 0.20
H 22.0328 7.5590 -8.1675 -0.08 0.17 -0.02 -0.56
H 15.5262 11.3393 -10.4290 -0.12 0.00 0.44 0.36
H 24.6232 14.7189 -9.6619 0.19 0.01 -0.66 0.58
H 25.8470 13.9881 -3.9428 -0.03 0.28 0.18 0.42
H 23.6176 15.4566 -7.5939 -0.02 0.16 -0.26 -0.16
H 16.8400 8.9647 -3.5169 0.28 -0.20 0.08 0.41
H 24.3590 13.2172 -13.2002 0.17 0.10 0.03 0.29
H 22.1462 10.6782 -13.1376 0.07 -0.02 -0.16 0.31
H 20.4079 16.8352 -4.9153 0.19 -0.04 -0.19 0.42
H 15.9367 13.0029 -9.8987 -0.25 -0.01 -0.40 0.25
H 27.0508 8.6728 -7.2013 0.28 0.63 0.51 0.42
H 27.4460 13.8317 -6.7546 -0.11 0.04 0.01 0.37
H 21.2736 11.1746 -4.9410 -0.10 -0.09 -0.21 -0.02
H 18.2734 10.0045 -3.3432 0.11 -0.16 -0.01 0.20
H 25.2720 14.7055 -5.4568 0.12 -0.17 -0.02 0.10
H 28.2384 12.3289 -8.5923 0.17 -0.23 -0.09 0.23
H 23.5441 12.8292 -3.7845 0.19 -0.30 0.03 0.19
H 19.9140 8.3249 -9.4237 0.04 0.02 -0.21 -0.12
H 22.9734 14.1042 -12.5563 -0.05 -0.23 0.00 0.34
H 22.3058 10.9879 -2.6142 -0.11 0.16 -0.17 0.34
H 23.7048 13.4904 -8.9356 0.09 -0.23 -0.16 -0.76
H 25.0432 9.9096 -10.1566 0.15 0.26 0.09 -0.89
H 17.3697 10.7789 -7.2167 0.05 -0.16 0.07 0.13
H 21.2346 6.0557 -7.8446 -0.33 -0.04 0.10 0.43
H 16.0497 14.7998 -7.9167 -0.01 -0.83 0.15 0.33
H 25.7105 11.5818 -12.6467 0.36 -0.36 -0.13 0.44
H 22.8774 14.6158 -9.9155 -0.01 -0.10 -0.61 0.35
H 21.5643 9.6358 -10.9228 0.01 0.07 0.10 0.34
H 21.6925 15.2176 -2.6416 -0.14 -0.09 -0.08 0.27
H 20.7301 10.2147 -2.7685 0.03 -0.26 0.17 0.28
H 22.8731 10.4200 -4.9140 -0.12 -0.12 -0.28 -0.28
H 22.5367 16.3065 -3.7439 0.08 0.18 0.30 0.19
H 18.8309 12.4783 -9.8499 0.27 0.03 0.15 0.58
H 27.4450 12.4055 -5.6931 -0.42 0.17 0.12 0.33
H 21.2451 16.9354 -2.6866 0.07 -0.04 0.05 0.43
H 26.3511 9.8406 -8.3293 0.10 0.22 0.18 0.17
H 16.4583 15.9859 -6.8036 0.10 -0.14 0.58 0.42
H 22.2734 9.2704 -2.7422 -0.27 -0.22 -0.14 0.34
H 24.8671 7.6157 -6.8365 0.38 -0.31 -0.14 0.46
H 26.2652 13.3511 -10.9600 -0.30 0.36 0.08 0.67
H 19.3856 6.6197 -9.3063 -0.20 0.25 -0.12 0.36
H 20.7945 7.0058 -10.2609 0.25 0.16 0.06 0.46
H 18.3259 14.2065 -8.3532 0.01 0.16 -0.16 -0.26
H 23.3453 13.2484 -5.4790 -0.11 0.09 0.13 -0.07
H 22.2883 17.2521 -8.7569 -0.47 -0.10 -0.08 0.31
H 19.6331 15.5723 -4.0325 0.07 -0.73 -0.49 0.28
H 24.5620 14.7234 -12.2194 0.27 -0.10 -0.27 0.47
H 17.0707 10.3042 -4.5737 0.10 -0.07 -0.24 0.23
H 16.9190 12.1023 -11.0911 0.32 0.15 0.21 0.36
H 22.8682 8.4751 -10.8958 0.48 0.17 -0.51 0.50
H 16.7398 14.3009 -6.2471 -0.49 -0.28 -0.19 0.28
H 25.1834 9.3163 -11.7897 -0.38 -0.10 -0.08 0.67
H 29.4082 12.4159 -7.2662 -0.02 0.02 0.11 0.47
H 22.1389 18.1366 -7.2403 -0.28 0.00 -0.02 0.38
H 25.2809 7.6887 -8.6212 0.28 -0.26 0.22 0.42
H 22.7403 9.6391 -9.6116 0.00 0.18 -0.03 -0.35
H 24.4276 15.1037 -3.9989 -0.03 -0.22 0.27 0.36
H 19.1010 11.6997 -8.2575 -0.15 0.26 0.05 -0.08
H 23.3236 16.2626 -6.0662 -0.30 -0.13 0.05 -0.08
H 23.4429 9.4852 -13.3663 0.01 -0.18 0.35 0.41

***

Entry 3:
14
Properties=species:S:1:pos:R:3:forces:R:3:nbo_charge:R:1 method="wB97M-V/def2-TZVPD" fmax_ev_per_a=7.049 molar_mass_da=118.10 e_above_lowest_kcal_mol=95.8 homo_energy_ev=-8.67 lumo_energy_ev=-0.2
O -1.5721 -1.8249 0.2670 1.79 -0.49 -0.88 -0.58
O -1.9264 1.6314 0.2995 2.80 -5.04 -2.83 -0.58
N 0.7680 1.4461 -0.0150 -1.15 6.92 -0.65 -0.81
N 2.1629 -0.5912 0.0323 -0.69 3.40 0.24 -0.66
N -2.0450 -0.6722 -0.4057 -4.15 0.87 2.47 -0.33
N 0.8254 -0.8070 0.0000 -4.35 1.96 -1.45 -0.33
C -1.3568 0.5165 -0.1207 -3.64 1.86 2.75 0.59
C 0.0950 0.3221 -0.1850 3.51 -2.36 1.44 0.24
H 2.4682 -1.4643 -0.1167 2.62 -3.43 0.17 0.37
H -0.6237 -1.9025 -0.0532 -0.80 -0.14 0.57 0.50
H -3.0724 -0.6942 0.0679 2.90 0.96 -2.04 0.39
H 2.5292 -0.0287 0.8222 -0.38 -0.65 -0.55 0.37
H 0.1098 2.3345 -0.1310 1.53 -2.56 0.65 0.42
H 1.6378 1.7344 -0.4614 0.00 -1.30 0.11 0.41